[1]
This record from the OMol25 dataset describes the molecule C15H18N2O3S in a non-equilibrium geometry. The level of theory is the ωB97M-V functional and the def2-TZVPD basis.

## Properties
Molecular weight (g mol⁻¹): 306.39
E_HOMO (eV): -8.0
Charge: 0
LUMO (eV): 0.516
Energy relative to the best compared isomer or geometry (same formula, charge and spin) (eV): 1.943

CARTESIAN COORDINATES (ANGSTROEM)
C -4.0454 -2.3225 -4.8636
C -3.0393 -1.4181 -4.1667
H -3.5494 -0.5588 -3.7165
H -2.2989 -1.0485 -4.8846
O -2.4091 -2.1934 -3.1611
C -1.6353 -1.6151 -2.2020
C -1.4137 -2.4110 -1.0830
C -0.6406 -1.9803 -0.0229
C -0.0542 -0.7281 -0.0644
C -0.2513 0.0704 -1.1826
C -1.0328 -0.3425 -2.2528
O -1.2301 0.4254 -3.3697
C -0.8108 1.7754 -3.3574
C -1.3447 2.4302 -4.6226
H -2.4300 2.3800 -4.6387
H -1.0353 3.4708 -4.6579
H -0.9612 1.9139 -5.4986
H -1.2044 2.2851 -2.4680
H 0.2870 1.8311 -3.3409
H 0.2174 1.0405 -1.2062
C 0.7733 -0.2151 1.0816
C 0.1612 1.0170 1.7069
O -0.8076 1.6014 1.2871
N 0.7754 1.5011 2.8461
C 1.8758 1.1309 3.5640
N 2.2075 1.7683 4.6359
C 3.3303 1.2654 5.1993
C 3.8899 0.2148 4.5532
S 2.9687 -0.1862 3.1499
H 4.7667 -0.3462 4.8012
H 3.7001 1.7172 6.1010
H 0.3110 2.3136 3.2433
H 0.8703 -0.9900 1.8449
H 1.7796 0.0460 0.7380
H -0.5019 -2.6223 0.8339
H -1.8795 -3.3836 -1.0685
H -3.5358 -3.1802 -5.2939
H -4.7822 -2.6813 -4.1499
H -4.5504 -1.7734 -5.6533

Cartesian forces (eV/Å) of the 2 atoms listed first:
C 0.326 0.158 0.326
C -0.398 0.143 -0.518

[2]
This record from the OMol25 dataset describes the molecule C15H18N2O4S in a non-equilibrium geometry. The level of theory is the ωB97M-V functional and the def2-TZVPD basis.

## Properties
Molecular weight (g mol⁻¹): 322.39
E_HOMO (eV): -7.9
Charge: 0
LUMO (eV): 0.578
Energy relative to the best compared isomer or geometry (same formula, charge and spin) (eV): 2.362

CARTESIAN COORDINATES (ANGSTROEM)
C 0.4948 3.4820 1.6031
H -0.4829 3.0726 1.8794
H 0.8807 4.0768 2.4295
H 0.3835 4.1205 0.7203
O 1.4431 2.4657 1.3957
C 1.2099 1.5528 0.4134
C 0.1076 1.5668 -0.4277
C -0.0427 0.5883 -1.3989
C 0.9261 -0.3888 -1.5390
C 2.0372 -0.4266 -0.7034
C 2.1919 0.5517 0.2872
O 3.2056 0.6170 1.2027
C 4.5010 0.2024 0.8298
H 4.5949 -0.8860 0.8256
H 4.7789 0.5902 -0.1541
H 5.1658 0.6229 1.5844
O 2.9945 -1.4090 -0.7832
C 2.9821 -2.2710 -1.8948
H 3.0104 -1.7142 -2.8364
H 3.8853 -2.8735 -1.8045
H 2.1094 -2.9319 -1.8892
H 0.7887 -1.1483 -2.2897
C -1.2518 0.5771 -2.2998
C -2.4734 1.1609 -1.6408
O -3.0913 2.1101 -2.0622
N -2.8918 0.5635 -0.4687
C -2.3620 -0.4970 0.2093
N -1.5830 -1.4024 -0.2565
C -1.2099 -2.3033 0.6950
C -1.7438 -2.0847 1.9241
S -2.7469 -0.6809 1.9234
H -1.6127 -2.6525 2.8218
C -0.2711 -3.3994 0.3312
H 0.7404 -3.0006 0.2672
H -0.2919 -4.1854 1.0807
H -0.5428 -3.8096 -0.6385
H -3.6618 1.0416 -0.0141
H -1.0583 1.1648 -3.2013
H -1.4719 -0.4519 -2.5875
H -0.6366 2.3420 -0.3406

Cartesian forces (eV/Å) of the 2 atoms listed first:
C -0.174 0.169 0.011
H 0.031 0.005 -0.028

[3]
This record from the OMol25 dataset describes the molecule C15H18N4OS in a non-equilibrium geometry. The level of theory is the ωB97M-V functional and the def2-TZVPD basis.

## Properties
Molecular weight (g mol⁻¹): 302.40
E_HOMO (eV): -8.6
Charge: 0
LUMO (eV): 0.525
Energy relative to the best compared isomer or geometry (same formula, charge and spin) (eV): 0.774

CARTESIAN COORDINATES (ANGSTROEM)
C -4.9382 -1.9775 1.1217
H -5.2973 -3.0007 1.2002
H -5.6857 -1.3755 0.6139
H -4.8027 -1.5708 2.1194
C -3.6229 -1.9413 0.3555
C -3.0751 -0.5548 0.2207
N -3.7826 0.4420 0.7219
N -3.3434 1.6628 0.6720
C -2.1589 1.8794 0.1269
N -1.4053 0.9578 -0.4796
C -1.8591 -0.2800 -0.4502
C -1.0904 -1.3516 -1.1571
H -1.7512 -1.8021 -1.9048
H -0.8488 -2.1337 -0.4313
C 0.1831 -0.8467 -1.8188
H -0.0464 -0.0437 -2.5144
H 0.6686 -1.6546 -2.3609
H 0.8694 -0.4714 -1.0661
S -1.5787 3.5185 0.1755
C 0.0943 3.2450 -0.4803
H 0.0145 2.9014 -1.5111
H 0.5860 4.2177 -0.4454
C 0.8570 2.2437 0.3867
O 0.5314 1.9600 1.5119
N 1.9483 1.7575 -0.2672
C 2.8900 0.8171 0.1739
C 2.8471 0.2393 1.4384
C 3.8075 -0.6888 1.7993
C 4.8117 -1.0498 0.9176
C 4.8542 -0.4750 -0.3418
C 3.9003 0.4521 -0.7139
H 3.9340 0.8986 -1.6985
H 5.6327 -0.7487 -1.0383
H 5.5573 -1.7741 1.2082
H 3.7678 -1.1322 2.7829
H 2.0678 0.5181 2.1271
H 2.1023 2.0848 -1.2111
H -2.8766 -2.5609 0.8629
H -3.7619 -2.3618 -0.6458

Cartesian forces (eV/Å) of the 2 atoms listed first:
C 0.145 -0.120 -0.113
H -0.038 -0.079 0.015